1.
196
Properties=species:S:1:pos:R:3:lowdin_spin:R:1 method="wB97M-V/def2-TZVPD" de_lowest_kj_mol=45.4 spin_multiplicity=2 energy_ev=-174874.465 total_charge=+1 s_squared=0.7945 gap_ev="4.6128 / 5.1307"
O -3.92 -0.03 -2.15 -0.2667
V -3.15 -1.39 -1.85 1.2106
C -0.98 -1.26 1.84 0.0010
F 0.20 -1.76 1.41 0.0001
F -1.88 -2.22 1.87 0.0002
F -0.76 -0.77 3.02 0.0004
S -1.48 0.18 0.63 0.0025
O -2.93 0.39 0.78 0.0025
O -0.67 1.37 0.99 0.0027
N -1.39 -0.49 -1.01 -0.0008
S 0.05 -0.14 -1.46 0.0010
O 1.08 0.03 -0.42 -0.0023
O 0.56 -0.96 -2.59 -0.0003
C -0.16 1.62 -2.22 0.0007
F -0.49 2.58 -1.28 0.0001
F 1.05 2.08 -2.82 0.0003
F -1.17 1.61 -3.08 -0.0002
C -1.91 6.08 -3.75 0.0000
O -1.77 7.10 -3.13 0.0000
N -2.00 5.97 -5.04 0.0000
N -1.91 4.93 -3.21 0.0000
H -2.21 5.07 -5.43 0.0000
H -2.02 6.89 -5.46 0.0000
H -2.08 4.15 -3.83 0.0000
H -1.74 4.80 -2.23 0.0000
C -5.04 -2.25 0.82 0.0028
O -4.17 -1.90 0.04 0.0132
N -4.92 -3.22 1.70 0.0021
N -6.29 -1.89 0.70 0.0019
H -5.82 -3.53 2.04 0.0001
H -4.00 -3.61 1.84 0.0001
H -6.49 -1.19 0.00 0.0000
H -6.97 -2.22 1.38 0.0001
C -1.33 -4.13 -1.70 0.0003
O -2.15 -3.28 -1.55 0.0006
N -1.51 -5.41 -1.49 0.0001
N -0.19 -3.94 -2.27 -0.0001
H -0.72 -6.04 -1.47 0.0000
H -2.37 -5.83 -1.15 0.0000
H 0.50 -4.62 -1.96 0.0000
H 0.05 -3.10 -2.78 0.0000
C -1.83 -1.36 -5.04 0.0026
O -2.28 -1.30 -3.85 0.0217
N -0.56 -1.61 -5.34 0.0017
N -2.58 -1.64 -6.09 0.0013
H -0.24 -1.86 -6.26 0.0002
H 0.04 -1.62 -4.52 0.0000
H -2.06 -1.73 -6.96 0.0001
H -3.58 -1.48 -6.05 0.0000
C 2.78 0.11 2.97 0.0000
C 2.45 1.50 2.51 0.0000
O 3.51 2.39 2.81 0.0000
H 3.58 -0.43 2.47 0.0000
H 1.85 -0.46 2.85 0.0000
H 3.09 0.11 4.02 0.0000
H 1.49 1.67 2.99 0.0000
H 2.31 1.58 1.44 0.0000
H 4.10 2.51 2.06 0.0000
C -4.67 3.18 -0.79 -0.0003
C -4.87 3.17 0.76 0.0000
O -3.74 3.97 1.26 0.0000
H -4.65 4.24 -1.04 0.0000
H -5.50 2.66 -1.29 -0.0001
H -3.69 2.75 -0.97 -0.0002
H -4.86 2.13 1.10 0.0000
H -5.82 3.58 1.11 0.0000
H -3.89 4.87 0.97 0.0000
C 2.73 -3.21 3.84 0.0000
C 2.64 -3.00 5.39 0.0000
O 3.72 -3.62 6.06 0.0000
H 2.68 -4.25 3.53 0.0000
H 3.73 -2.84 3.59 0.0000
H 1.99 -2.63 3.28 0.0000
H 1.78 -3.56 5.77 0.0000
H 2.61 -1.95 5.66 0.0000
H 3.81 -4.54 5.80 0.0000
C 3.48 11.53 -0.96 0.0000
O 4.49 10.62 -0.60 0.0000
C 4.08 9.30 -0.69 0.0000
C 2.81 8.91 0.19 0.0000
N 1.51 9.15 -0.48 0.0000
C 0.89 7.87 -0.98 0.0000
C 1.04 6.56 -0.14 0.0000
O 2.32 6.03 -0.01 0.0000
C 2.30 4.66 0.42 0.0000
H 3.15 11.32 -1.98 0.0000
H 3.78 12.57 -0.87 0.0000
H 2.64 11.49 -0.27 0.0000
H 4.85 8.78 -0.13 0.0000
H 4.02 8.85 -1.68 0.0000
H 2.82 9.52 1.09 0.0000
H 3.09 7.94 0.61 0.0000
H 1.71 9.60 -1.36 0.0000
H 1.26 7.63 -1.98 0.0000
H -0.17 7.98 -1.24 0.0000
H 0.34 5.82 -0.54 0.0000
H 0.81 6.79 0.90 0.0000
H 1.82 4.58 1.40 0.0000
H 3.31 4.26 0.48 0.0000
H 1.71 4.10 -0.30 0.0000
C -1.74 -6.80 2.13 0.0000
O -1.62 -5.92 3.24 0.0000
C -0.64 -4.90 3.16 0.0000
C -1.01 -3.92 4.31 0.0000
N -0.65 -4.56 5.56 0.0000
C -0.96 -3.55 6.62 0.0000
C -0.61 -4.21 8.05 0.0000
O -1.53 -5.22 8.51 0.0000
C -1.16 -5.88 9.77 0.0000
H -0.76 -7.15 1.80 0.0000
H -2.17 -6.28 1.28 0.0000
H -2.28 -7.73 2.31 0.0000
H -0.75 -4.39 2.20 0.0000
H 0.38 -5.26 3.28 0.0000
H -2.07 -3.70 4.45 0.0000
H -0.39 -3.04 4.13 0.0000
H -1.26 -5.33 5.77 0.0000
H -2.03 -3.35 6.69 0.0000
H -0.32 -2.69 6.48 0.0000
H -0.54 -3.36 8.72 0.0000
H 0.40 -4.63 7.98 0.0000
H -1.29 -5.15 10.57 0.0000
H -0.11 -6.16 9.73 0.0000
H -1.71 -6.81 9.84 0.0000
C 4.52 -1.74 -0.33 0.0000
O 3.95 -3.05 -0.56 0.0000
C 2.72 -3.44 0.12 0.0000
C 2.39 -4.95 0.01 0.0000
N 2.05 -5.24 -1.35 0.0000
C 1.94 -6.67 -1.67 0.0000
C 1.65 -6.77 -3.24 0.0000
O 1.35 -8.03 -3.77 0.0000
C 2.42 -8.99 -3.54 0.0000
H 3.67 -1.07 -0.49 0.0000
H 5.35 -1.50 -1.00 0.0000
H 4.91 -1.65 0.69 0.0000
H 1.83 -2.95 -0.28 0.0000
H 2.87 -3.11 1.15 0.0000
H 1.55 -5.13 0.68 0.0000
H 3.28 -5.54 0.23 0.0000
H 2.65 -4.69 -1.95 0.0000
H 1.11 -7.07 -1.08 0.0000
H 2.88 -7.12 -1.38 0.0000
H 2.53 -6.34 -3.71 0.0000
H 0.71 -6.24 -3.38 0.0000
H 2.16 -9.87 -4.12 0.0000
H 2.61 -9.14 -2.47 0.0000
H 3.38 -8.60 -3.90 0.0000
C -2.06 2.75 4.71 0.0000
O -3.22 1.98 4.94 0.0000
C -4.04 1.86 3.73 0.0000
C -5.38 1.32 4.17 0.0000
N -5.44 0.15 5.07 0.0000
C -5.13 -1.16 4.30 0.0000
C -5.12 -2.36 5.31 0.0000
O -4.34 -1.99 6.45 0.0000
C -4.61 -2.72 7.60 0.0000
H -1.47 2.94 5.60 0.0000
H -2.36 3.78 4.50 0.0000
H -1.51 2.25 3.91 0.0000
H -3.61 1.15 3.02 0.0000
H -4.20 2.82 3.24 0.0000
H -6.01 0.96 3.35 0.0000
H -6.00 2.07 4.66 0.0000
H -4.81 0.22 5.85 0.0000
H -4.18 -1.25 3.79 0.0000
H -5.95 -1.48 3.66 0.0000
H -4.78 -3.23 4.75 0.0000
H -6.09 -2.67 5.67 0.0000
H -5.61 -2.76 8.02 0.0000
H -3.92 -2.35 8.36 0.0000
H -4.23 -3.73 7.42 0.0000
C 7.16 3.30 -6.44 0.0000
O 5.99 3.04 -7.20 0.0000
C 6.25 3.30 -8.61 0.0000
C 4.98 3.19 -9.47 0.0000
N 4.01 2.30 -8.80 0.0000
C 2.66 2.53 -9.29 0.0000
C 1.51 2.03 -8.38 0.0000
O 1.77 2.60 -7.09 0.0000
C 0.62 2.66 -6.19 0.0000
H 7.00 3.20 -5.37 0.0000
H 7.61 4.27 -6.66 0.0000
H 7.96 2.64 -6.79 0.0000
H 7.13 2.77 -8.98 0.0000
H 6.57 4.33 -8.76 0.0000
H 5.16 2.90 -10.50 0.0000
H 4.59 4.20 -9.59 0.0000
H 4.23 1.46 -9.31 0.0000
H 2.56 1.89 -10.17 0.0000
H 2.43 3.58 -9.46 0.0000
H 1.62 0.95 -8.37 0.0000
H 0.56 2.38 -8.79 0.0000
H -0.11 3.44 -6.40 0.0000
H 0.98 2.78 -5.17 0.0000
H 0.10 1.70 -6.18 0.0000

2.
165
Properties=species:S:1:pos:R:3:mulliken_charge:R:1 method="wB97M-V/def2-TZVPD" spin_multiplicity=1 energy_ev=-71945.774 total_charge=0 gap_ev=9.7307
C -3.07 -34.68 15.90 -1.0604
C -3.80 -35.69 16.82 -0.3307
O -4.38 -35.18 18.02 -0.3074
C -3.44 -34.66 18.95 -0.2694
C -4.32 -34.55 20.27 -1.1530
H -2.62 -35.14 15.03 0.3624
H -3.80 -33.95 15.54 0.2757
H -2.29 -34.09 16.38 0.3175
H -4.65 -36.15 16.32 0.3100
H -3.14 -36.53 17.01 0.3155
H -2.53 -35.14 19.32 0.3063
H -3.12 -33.68 18.59 0.2739
H -3.78 -34.37 21.20 0.3926
H -4.95 -35.41 20.48 0.2937
H -4.83 -33.59 20.17 0.2734
C 7.64 -30.28 9.84 -0.8879
C 7.52 -29.84 8.35 -0.3647
O 8.46 -28.82 8.03 -0.3523
C 8.03 -27.53 8.41 -0.2467
C 9.20 -26.52 8.04 -1.1362
H 8.14 -29.51 10.42 0.2863
H 6.70 -30.55 10.31 0.2791
H 8.29 -31.15 9.86 0.2802
H 7.74 -30.67 7.68 0.3142
H 6.50 -29.54 8.10 0.3028
H 7.05 -27.30 8.01 0.3373
H 7.93 -27.45 9.49 0.2608
H 9.97 -26.75 8.78 0.2732
H 8.99 -25.46 8.18 0.3573
H 9.56 -26.74 7.03 0.2966
C 2.56 -28.08 21.57 -1.1018
C 2.07 -27.70 20.22 -0.1580
O 2.43 -28.73 19.26 -0.3211
C 2.28 -28.34 17.86 -0.3256
C 2.78 -29.34 16.85 -1.0648
H 3.26 -28.92 21.54 0.3230
H 3.31 -27.32 21.78 0.2984
H 1.87 -28.05 22.41 0.2912
H 1.03 -27.37 20.22 0.3010
H 2.66 -26.84 19.91 0.2500
H 1.23 -28.23 17.55 0.2816
H 2.64 -27.34 17.61 0.3473
H 2.43 -29.23 15.83 0.3224
H 2.82 -30.40 17.13 0.3051
H 3.81 -28.98 16.84 0.2513
C -2.95 -29.13 11.63 -1.0473
C -1.55 -29.46 11.07 -0.2432
O -1.68 -29.39 9.65 -0.3135
C -0.52 -29.56 8.87 -0.3427
C -0.65 -30.90 8.08 -1.0783
H -3.20 -29.70 12.53 0.3300
H -3.14 -28.09 11.88 0.2563
H -3.64 -29.51 10.88 0.3000
H -0.81 -28.72 11.40 0.3206
H -1.23 -30.43 11.44 0.2684
H -0.58 -28.74 8.14 0.2624
H 0.40 -29.43 9.43 0.3418
H 0.04 -31.05 7.25 0.3868
H -1.64 -31.08 7.66 0.2807
H -0.40 -31.73 8.74 0.2777
C -8.20 -24.45 23.28 -1.1982
C -7.46 -23.81 22.14 -0.2411
O -6.83 -24.80 21.34 -0.3081
C -7.03 -24.59 20.00 -0.1964
C -5.95 -25.53 19.33 -1.2264
H -9.05 -25.04 22.95 0.2816
H -7.48 -25.11 23.78 0.2986
H -8.46 -23.76 24.08 0.3842
H -8.28 -23.32 21.60 0.3129
H -6.68 -23.11 22.43 0.2933
H -8.03 -24.84 19.66 0.2900
H -6.83 -23.56 19.70 0.3126
H -5.75 -25.35 18.28 0.3945
H -6.26 -26.57 19.35 0.2851
H -4.94 -25.43 19.73 0.3174
C -6.50 -30.23 5.47 -1.1665
C -6.89 -31.50 4.67 0.4272
C -6.25 -32.83 5.04 -1.2061
O -8.27 -31.58 4.70 -0.5760
H -6.94 -30.30 6.47 0.3235
H -7.17 -29.50 5.02 0.2996
H -5.46 -29.92 5.55 0.3440
H -6.78 -31.45 3.59 0.2929
H -6.90 -33.62 4.67 0.3590
H -6.30 -32.84 6.13 0.2942
H -5.27 -32.89 4.57 0.3090
H -8.59 -32.31 4.16 0.2994
C -2.53 -22.18 6.51 -1.1470
C -3.72 -21.80 7.53 0.4139
C -4.27 -23.05 8.22 -1.2727
O -3.06 -21.03 8.46 -0.5217
H -1.71 -22.56 7.13 0.3017
H -2.07 -21.33 6.01 0.3545
H -2.91 -22.97 5.87 0.3278
H -4.54 -21.33 7.00 0.2128
H -4.78 -23.67 7.49 0.3720
H -5.01 -22.83 8.99 0.3260
H -3.51 -23.66 8.70 0.3011
H -2.83 -20.18 8.06 0.3315
C 4.83 -31.39 1.29 -1.2240
C 6.30 -30.91 0.95 0.4955
C 6.74 -29.46 1.50 -1.2628
O 7.15 -31.87 1.49 -0.5387
H 3.95 -31.15 0.69 0.3530
H 4.51 -31.06 2.28 0.2768
H 4.76 -32.48 1.22 0.3350
H 6.46 -31.05 -0.12 0.1476
H 6.59 -29.29 2.57 0.3453
H 6.11 -28.74 0.99 0.3391
H 7.76 -29.27 1.18 0.4163
H 7.92 -31.37 1.77 0.3169
C -9.86 -34.57 13.21 -1.3358
C -10.70 -33.34 12.78 0.4843
C -10.30 -32.90 11.39 -1.1538
O -12.06 -33.80 12.77 -0.5659
H -9.97 -34.91 14.24 0.3337
H -8.79 -34.39 13.09 0.3575
H -10.01 -35.48 12.64 0.3467
H -10.72 -32.58 13.56 0.2652
H -9.30 -32.47 11.47 0.3211
H -10.94 -32.11 10.99 0.3480
H -10.37 -33.77 10.74 0.2980
H -12.67 -33.06 12.70 0.3013
C -1.39 -21.85 16.01 -1.1082
C -2.11 -21.38 14.78 0.6048
C -3.09 -20.22 14.89 -1.3838
O -1.12 -21.17 13.82 -0.5476
H -1.94 -22.75 16.29 0.2663
H -1.51 -21.02 16.71 0.2690
H -0.35 -22.18 15.94 0.3153
H -2.53 -22.31 14.41 0.2368
H -2.50 -19.33 15.08 0.3493
H -3.84 -20.38 15.67 0.3443
H -3.50 -20.04 13.89 0.3802
H -1.58 -20.95 13.01 0.2741
C 1.14 -38.06 5.31 -1.1227
C 1.58 -39.49 5.32 0.1708
C 1.18 -40.31 4.09 -1.0296
O 3.00 -39.50 5.45 -0.5356
H 0.07 -37.88 5.27 0.3464
H 1.54 -37.65 4.38 0.2814
H 1.45 -37.38 6.11 0.2999
H 1.10 -39.97 6.17 0.3185
H 1.82 -39.80 3.38 0.2717
H 0.10 -40.30 3.93 0.3366
H 1.59 -41.32 4.13 0.2875
H 3.26 -39.11 4.61 0.3750
C -1.66 -28.92 0.68 -1.0156
C -0.67 -27.79 1.16 -0.1531
O -1.13 -26.57 0.61 -0.5171
H -1.94 -28.72 -0.36 0.2950
H -2.61 -28.86 1.22 0.2595
H -1.31 -29.93 0.88 0.3298
H 0.33 -28.01 0.78 0.2573
H -0.68 -27.71 2.25 0.2519
H -0.49 -25.89 0.82 0.2924
C 3.21 -22.94 9.66 -0.9748
C 2.62 -24.15 10.24 -0.2067
O 2.66 -23.94 11.66 -0.4891
H 4.25 -22.80 9.93 0.2684
H 2.74 -22.02 10.02 0.3250
H 3.07 -22.96 8.58 0.3069
H 3.32 -24.95 9.99 0.2297
H 1.65 -24.41 9.82 0.2460
H 2.06 -23.20 11.77 0.2940